P) The following is a DFT calculation (ωB97M-V/def2-TZVPD) of 3 unconnected molecules or ions with the total composition C6H12Br6.

```
24
C6H12Br6 | the OMol25 dataset | ωB97M-V/def2-TZVPD
Br 5.61853 3.01428 -2.50316
C 5.40736 2.84875 -0.58769
C 4.71285 1.54661 -0.19697
Br 5.79347 0.00314 -0.78704
H 4.90460 3.72836 -0.18431
H 6.38127 2.92182 -0.09873
H 3.80946 1.48300 -0.80511
H 4.39362 1.44491 0.83423
Br -1.38731 -2.62997 2.93283
C -0.37365 -1.68089 1.60264
C 0.62143 -0.83387 2.35494
Br 1.76434 0.10955 1.03872
H -1.04861 -1.06513 1.01983
H 0.11027 -2.39595 0.94575
H 1.26258 -1.40237 3.02548
H 0.20420 -0.06064 2.99467
Br -3.28752 -1.78622 -0.61508
C -5.17289 -1.23246 -0.75057
C -5.38374 -0.58767 -2.10219
Br -7.22054 0.06095 -2.25443
H -5.34019 -0.45014 -0.01971
H -5.75867 -2.13882 -0.66778
H -5.23435 -1.20619 -2.98001
H -4.77653 0.30897 -2.19631
```

## Properties
HOMO level (Ha): -0.366
Structure (SMILES): BrCCBr.BrCCBr.BrCCBr
HOMO-LUMO gap (eV): 10.5

Löwdin population analysis, charges in e, atoms 1 to 2: Br 0.61; C -0.72


Q) The following is a DFT calculation (ωB97M-V/def2-TZVPD) of 3 unconnected molecules or ions with the total composition C6H12Br6.

```
24
C6H12Br6 | the OMol25 dataset | ωB97M-V/def2-TZVPD
Br -5.53716 -0.81342 -0.15782
C -5.05993 -1.40346 -1.93769
C -3.80335 -0.68955 -2.38500
Br -3.47792 -1.08720 -4.26146
H -5.87808 -1.22588 -2.62562
H -4.85415 -2.46432 -1.84530
H -2.92857 -1.06798 -1.86801
H -3.82864 0.39135 -2.30909
Br -2.18638 -0.49613 1.03042
C -0.61820 -1.17525 1.90102
C 0.56844 -0.23804 1.81097
Br 0.24019 1.46839 2.64279
H -0.37445 -2.08923 1.35930
H -0.82085 -1.47536 2.92577
H 0.75617 -0.01813 0.76513
H 1.44644 -0.66219 2.28417
Br 5.22971 3.79553 -0.02645
C 4.24043 2.15600 -0.11162
C 4.85719 1.11685 0.77716
Br 3.78995 -0.50135 0.66694
H 4.26289 1.82920 -1.14780
H 3.21198 2.36475 0.16529
H 4.88144 1.42242 1.82138
H 5.88286 0.86300 0.52552
```

## Properties
HOMO level (Ha): -0.370
Structure (SMILES): BrCCBr.BrCCBr.BrCCBr
HOMO-LUMO gap (eV): 10.4

Löwdin population analysis, charges in e, atoms 1 to 2: Br 0.61; C -0.71


Least stable structure: P)


P) The following is a DFT calculation (ωB97M-V/def2-TZVPD) of a molecular structure, C40H29N6O2S2SbSe4Ti.

```
85
C40H29N6O2S2SbSe4Ti | the OMol25 dataset | ωB97M-V/def2-TZVPD
Ti -0.06469 0.24688 0.48670
Se 2.87560 5.43494 1.07428
Sb 3.12524 3.19976 0.18140
Se -0.72306 1.38383 2.58647
Se 1.61860 1.36117 2.09594
Se 4.99887 1.99710 1.13882
S 1.33123 -4.78937 -1.89365
C 1.71818 -6.09629 -2.93721
C 1.96778 -5.66292 -4.20015
C 1.84482 -4.25116 -4.32960
C 1.50845 -3.62051 -3.16020
C 1.27980 -2.19413 -2.93666
C 1.07546 -1.71162 -1.66452
N 0.79798 -0.42326 -1.36342
C 0.71742 0.44371 -2.43871
C 0.94907 0.05356 -3.76897
C 0.87112 1.07891 -4.77974
C 0.56372 2.36161 -4.48130
C 0.26001 2.75235 -3.13842
C -0.07377 4.04144 -2.74035
C -0.36297 4.31275 -1.41255
C -0.37229 3.23158 -0.51444
N -0.07807 1.99303 -0.86138
C 0.30327 1.75161 -2.14774
C -0.64872 5.67444 -0.95101
C -0.41841 6.85017 -1.61248
C -0.78165 7.99511 -0.85831
C -1.28461 7.66990 0.36449
S -1.30620 5.98131 0.60764
C 1.24080 -1.28170 -4.03151
H 1.74898 -7.10468 -2.55690
H 2.23728 -6.32236 -5.01397
H 2.00934 -3.71860 -5.25491
H 1.13430 -2.37796 -0.81314
H 1.08190 0.79504 -5.80517
H 0.53739 3.11581 -5.26018
H -0.10449 4.83409 -3.47954
H -0.62030 3.37341 0.53129
H 0.04487 6.89882 -2.58771
H -0.65035 9.01231 -1.20032
H -1.61051 8.33469 1.14832
H 1.41028 -1.61218 -5.04738
O 0.00674 -1.84048 1.12607
C -1.20638 -2.00107 0.86224
N -1.94192 -3.11344 1.10932
C -3.32817 -2.83741 0.75020
C -3.19086 -1.39145 0.14362
O -4.13063 -0.78603 -0.31557
N -1.89547 -0.99766 0.27276
C -3.83584 -3.76324 -0.34374
C -5.18024 -3.72332 -0.70904
C -5.64934 -4.51896 -1.74141
C -4.78161 -5.36005 -2.42807
C -3.44080 -5.39070 -2.07975
C -2.96919 -4.59497 -1.04270
C -4.20793 -2.81632 1.99342
C -4.36805 -1.64621 2.73054
C -5.10948 -1.65375 3.90329
C -5.68968 -2.82884 4.35912
C -5.52149 -4.00180 3.63683
C -4.78762 -3.99273 2.45912
H -1.69259 -3.69598 1.89405
H -5.85090 -3.05199 -0.18842
H -6.69600 -4.47546 -2.01796
H -5.14929 -5.97924 -3.23746
H -2.74803 -6.02509 -2.61927
H -1.91818 -4.61076 -0.78762
H -3.90771 -0.72440 2.39805
H -5.22323 -0.73528 4.46504
H -6.26495 -2.83163 5.27693
H -5.96285 -4.92647 3.98838
H -4.67060 -4.90697 1.88889
N 1.27346 -1.92355 3.63892
C 0.31155 -1.90379 4.61621
C 0.59238 -1.40175 5.90190
C -0.40282 -1.41540 6.84917
C -1.66045 -1.92663 6.52001
C -1.83834 -2.39268 5.23155
N -0.88588 -2.39954 4.30108
H 1.91722 -1.14354 3.66080
H 0.88206 -2.04116 2.71159
H 1.57418 -0.99931 6.11549
H -0.21033 -1.02059 7.84004
H -2.47762 -1.93647 7.22860
H -2.80654 -2.76685 4.91323
```

## Properties
HOMO level (alpha / beta) (Ha): -0.039 / -0.045
Total charge: -2
<S²>: 2.03
Spin multiplicity: 3
HOMO-LUMO gap (alpha / beta) (eV): 4.7 / 4.8

Löwdin population analysis, charges in e, atoms 1 to 2: Ti 0.46; Se -0.40


Q) The following is a DFT calculation (ωB97M-V/def2-TZVPD) of a molecular structure, C40H29N6O2S2SbSe4Ti.

```
85
C40H29N6O2S2SbSe4Ti | the OMol25 dataset | ωB97M-V/def2-TZVPD
Ti 0.06308 -0.10432 -0.03280
Se 5.34382 -0.02116 -0.54269
Sb 3.30412 1.01859 0.26607
Se 1.88407 -0.71901 1.54159
Se 1.52831 1.06820 -1.55335
Se 3.70746 3.16858 1.33051
S -1.65711 6.13165 2.41236
C -0.58904 7.43062 2.05432
C 0.62676 6.97577 1.65485
C 0.71552 5.55930 1.63479
C -0.43997 4.94523 2.02555
C -0.75028 3.52649 2.12704
C -0.07581 2.60299 1.32773
N -0.36438 1.30948 1.29149
C -1.33475 0.82121 2.13522
C -2.02869 1.68757 3.02546
C -2.98572 1.12545 3.92356
C -3.22630 -0.20364 3.95494
C -2.54081 -1.10216 3.07719
C -2.70589 -2.47463 3.11363
C -1.92914 -3.31055 2.27432
C -1.04663 -2.67829 1.38776
N -0.92019 -1.37104 1.27220
C -1.61586 -0.55498 2.13944
C -2.02152 -4.74754 2.30449
C -1.36845 -5.69049 1.53695
C -1.69041 -7.02489 1.87343
C -2.59348 -7.11998 2.88627
S -3.07034 -5.55766 3.44464
C -1.74164 3.04038 2.98381
H -0.92892 8.44678 2.17615
H 1.44408 7.63040 1.38457
H 1.62596 5.02196 1.39371
H 0.72516 2.94238 0.68198
H -3.50336 1.79952 4.59726
H -3.93036 -0.62190 4.66575
H -3.40531 -2.91881 3.81293
H -0.38750 -3.26481 0.76219
H -0.66198 -5.43532 0.76055
H -1.25127 -7.87934 1.37663
H -3.02815 -7.99883 3.33402
H -2.26523 3.72063 3.64646
O -0.76489 0.08803 -3.29279
C -1.36242 0.89853 -2.61010
N -1.98535 1.99090 -3.18602
C -2.61449 2.82391 -2.19441
C -2.31321 1.96547 -0.91950
O -2.75098 2.27162 0.17278
N -1.58221 0.86336 -1.23535
C -4.12476 2.88736 -2.35570
C -4.77089 2.29096 -3.43161
C -6.15214 2.36526 -3.55416
C -6.90096 3.03596 -2.60017
C -6.26235 3.61849 -1.51356
C -4.88473 3.54598 -1.38830
C -1.96111 4.19929 -2.12507
C -2.59836 5.35880 -2.55891
C -1.92222 6.57146 -2.55835
C -0.60920 6.64601 -2.11938
C 0.04065 5.49279 -1.70298
C -0.63526 4.28446 -1.71220
H -1.62004 2.35478 -4.04831
H -4.18609 1.76389 -4.17289
H -6.64381 1.89816 -4.39937
H -7.97781 3.10011 -2.70388
H -6.84373 4.13784 -0.76093
H -4.38135 3.98386 -0.53723
H -3.62425 5.31823 -2.90132
H -2.41930 7.46369 -2.92192
H -0.09314 7.59865 -2.10788
H 1.07427 5.51762 -1.38210
H -0.11235 3.38391 -1.41042
N 2.49850 -2.15450 -1.54994
C 1.26278 -2.28994 -2.04416
C 1.04370 -2.82231 -3.33485
C -0.23628 -3.05339 -3.75823
C -1.30388 -2.80172 -2.89530
C -1.01515 -2.24466 -1.67451
N 0.22451 -1.95994 -1.24358
H 3.31354 -2.12052 -2.13463
H 2.60780 -1.79115 -0.60884
H 1.89943 -3.02040 -3.96668
H -0.43111 -3.42903 -4.75595
H -2.32842 -2.97968 -3.18920
H -1.82624 -2.01779 -0.99351
```

## Properties
HOMO level (alpha / beta) (Ha): -0.018 / -0.076
Total charge: -2
<S²>: 2.04
Spin multiplicity: 3
HOMO-LUMO gap (alpha / beta) (eV): 4.1 / 5.7

Löwdin population analysis, charges in e, atoms 1 to 2: Ti 0.31; Se -0.30


Least stable structure: P)


P) The following is a DFT calculation (ωB97M-V/def2-TZVPD) of a single C4H6FNOS molecule.

```
14
C4H6FNOS | the OMol25 dataset | ωB97M-V/def2-TZVPD
O 2.39725 -0.64551 -0.56306
C 1.33136 -0.33301 -0.03937
N 0.34336 -1.08485 0.61424
C -0.70132 -0.44511 1.42038
C -0.84985 0.75296 0.46099
C -1.82571 0.20627 -0.51132
F -1.36113 -0.93274 -1.15367
S 0.64504 1.32221 -0.09506
H 0.89181 -1.93304 1.00595
H -1.58415 -1.01138 1.06493
H -0.56034 -0.30835 2.43439
H -1.36502 1.47713 0.99362
H -2.02633 0.90764 -1.46285
H -2.73480 -0.22137 0.08867
```

## Properties
HOMO level (Ha): -0.349
Structure (SMILES): O=C1NC[C@H](CF)S1
HOMO-LUMO gap (eV): 10.0

Löwdin population analysis, charges in e, atoms 1 to 2: O 0.01; C -0.71


Q) The following is a DFT calculation (ωB97M-V/def2-TZVPD) of a molecular structure, C4H6FNOS.

```
14
C4H6FNOS | the OMol25 dataset | ωB97M-V/def2-TZVPD
C 2.35979 -1.31257 0.85588
C 0.68796 -0.08541 -0.32108
C 0.58623 1.21799 -0.26925
C -0.52474 -0.95515 -0.79706
H 3.23430 -2.01310 0.38869
H 3.06361 -0.36921 1.63361
H 1.32231 -1.74550 1.35877
H -0.23913 1.82022 -0.42596
H -0.15816 -1.80530 -1.33804
H -3.75585 -0.34284 0.18139
N -1.71844 -0.99974 -0.45284
O 1.94087 -0.69630 -0.34404
F 1.55570 2.15681 -0.05628
S -2.47635 0.27649 0.48871
```

## Properties
HOMO level (Ha): -0.342
HOMO-LUMO gap (eV): 9.9

Löwdin population analysis, charges in e, atoms 1 to 2: C -0.12; C -0.27


Least stable structure: Q)


P) The following is a DFT calculation (ωB97M-V/def2-TZVPD) of a single C15H22O5 molecule.

```
42
C15H22O5 | the OMol25 dataset | ωB97M-V/def2-TZVPD
C -0.86762 5.18430 -0.71962
O 0.22087 4.68527 0.02889
C -0.11601 3.61002 0.86329
C 1.19953 2.97350 1.33527
C 0.91361 1.72375 2.12945
O 1.86264 0.69450 2.16003
C 0.65871 0.41768 1.50635
C 0.69481 0.18584 0.01064
O -0.56026 0.53599 -0.52345
C 1.00959 -1.28307 -0.29126
O 0.96113 -1.43425 -1.69439
C 1.16010 -2.76619 -2.12287
C 0.03624 -3.69199 -1.72426
C -1.28135 -3.30661 -1.94115
C -2.32415 -4.13572 -1.57112
C -2.05994 -5.36374 -0.98774
C -0.75002 -5.75549 -0.77170
C 0.29362 -4.92053 -1.13247
O -0.96824 3.99782 1.91020
C -0.45245 4.98448 2.78521
H -0.48257 6.02326 -1.29530
H -1.25532 4.41357 -1.39490
H -1.67679 5.52162 -0.06544
H -0.70851 2.85998 0.31404
H 1.80061 2.74916 0.45655
H 1.75396 3.68758 1.94533
H 0.42258 1.90553 3.08363
H -0.00360 -0.26803 2.03178
H 1.48415 0.80037 -0.44716
H -0.60138 0.13511 -1.40234
H 0.26199 -1.93042 0.18945
H 2.00444 -1.54037 0.09693
H 1.22267 -2.70129 -3.21419
H 2.11747 -3.14625 -1.73775
H -1.48182 -2.34811 -2.39756
H -3.34438 -3.82438 -1.74010
H -2.87353 -6.01316 -0.70063
H -0.53917 -6.71123 -0.31499
H 1.31525 -5.22606 -0.95563
H -1.31393 5.43050 3.27957
H 0.20704 4.54417 3.54000
H 0.09108 5.75318 2.23001
```

## Properties
HOMO level (Ha): -0.348
Structure (SMILES): COC(C[C@@H]1O[C@@H]1[C@H](O)COCc1ccccc1)OC
HOMO-LUMO gap (eV): 10.3

Löwdin population analysis, charges in e, atoms 1 to 2: C -0.08; O -0.13


Q) The following is a DFT calculation (ωB97M-V/def2-TZVPD) of a single C15H22O5 molecule.

```
42
C15H22O5 | the OMol25 dataset | ωB97M-V/def2-TZVPD
C -3.72637 -0.65290 -1.81232
O -3.18567 -0.83777 -0.50901
C -3.14668 0.32091 0.29840
C -2.15660 1.39380 -0.19371
C -0.93932 1.46603 0.69805
O 0.26470 1.93216 0.15983
C 0.24190 0.59727 0.58913
C 0.49453 -0.53025 -0.40860
O -0.48420 -0.72868 -1.39002
C 0.70810 -1.84413 0.37858
O 1.70528 -1.80397 1.36479
C 3.04002 -1.90347 0.89309
C 3.58832 -0.61294 0.33509
C 3.63030 0.51915 1.13963
C 4.08890 1.72161 0.63540
C 4.52469 1.80167 -0.67649
C 4.50283 0.67475 -1.47940
C 4.03321 -0.52677 -0.97717
O -4.40073 0.91937 0.42230
C -5.34668 0.14564 1.13194
H -4.57428 0.03335 -1.78200
H -2.97120 -0.27317 -2.50480
H -4.05691 -1.63596 -2.14210
H -2.81851 -0.07430 1.27792
H -1.84270 1.19403 -1.21703
H -2.67216 2.35540 -0.17444
H -1.15548 1.85477 1.69492
H 0.80147 0.42626 1.50871
H 1.40605 -0.27434 -0.96144
H -1.31009 -1.02255 -0.96926
H 0.90993 -2.64572 -0.34694
H -0.21946 -2.08213 0.91263
H 3.61873 -2.19830 1.77514
H 3.11111 -2.70262 0.14183
H 3.29271 0.44840 2.16330
H 4.10600 2.59820 1.26545
H 4.88024 2.74115 -1.07252
H 4.84423 0.73164 -2.50260
H 4.00791 -1.40262 -1.61085
H -5.50367 -0.82725 0.65754
H -5.01756 -0.01117 2.16522
H -6.27288 0.71543 1.12179
```

## Properties
HOMO level (Ha): -0.339
Structure (SMILES): COC(C[C@@H]1O[C@@H]1[C@H](O)COCc1ccccc1)OC
HOMO-LUMO gap (eV): 10.1

Löwdin population analysis, charges in e, atoms 1 to 2: C -0.06; O -0.16


Least stable structure: Q)